[1]
This record from the Open Molecules 2025 dataset describes a 2-piece molecular cluster, C2H7N2O overall. The level of theory is ωB97M-V/def2-TZVPD.

Each line ends with the Löwdin charge.
Positions of all 12 atoms, in Å:
C1 -2.436 -1.003 -0.303  -0.429
O1 -1.260 -0.915 0.395  -0.434
H1 -2.740 -2.060 -0.490  0.029
H2 -3.294 -0.529 0.229  0.028
H3 -2.385 -0.514 -1.304  0.037
N1 2.793 1.042 0.284  0.000
C2 1.498 0.481 0.311  -0.457
N2 0.714 0.488 -0.664  0.044
H4 2.918 1.645 -0.517  0.053
H5 3.082 1.480 1.145  0.044
H6 1.265 -0.032 1.255  0.103
H7 -0.155 -0.084 -0.342  -0.017

Cartesian forces (eV/Å) of the 6 atoms listed first:
0.627 -0.035 0.360
-0.242 -0.029 -0.067
-0.156 0.063 -0.100
-0.118 -0.015 -0.106
-0.149 -0.023 -0.044
0.207 -0.014 -0.034

As for the net charge: -1. For the largest force on an atom, the calculation gives 0.0141 Eh/bohr. Its energy above the lowest of the compared OMol25 structures with the same formula, charge and spin is 0.736 eV. Its spin multiplicity is 1. The calculation puts the energy at -7214.64407 eV. The lowest unoccupied orbital energy is 4.28 eV. The frontier orbital gap comes out at 6.9 eV.


[2]
This record from the Open Molecules 2025 dataset describes a 10-piece molecular cluster, C15H14Cl36FNOP overall. The level of theory is ωB97M-V/def2-TZVPD.

Each line ends with the Löwdin charge.
Positions of all 69 atoms, in Å:
C1 1.216 4.344 1.509  -0.039
C2 2.213 4.786 0.360  -0.295
F1 3.499 4.304 0.693  -0.031
C3 2.275 6.370 0.266  -0.237
C4 3.720 7.064 0.376  -0.068
N1 3.272 8.508 0.291  0.039
C5 2.519 8.517 -1.036  -0.097
C6 1.833 7.067 -1.136  -0.314
P1 -0.053 7.019 -1.192  0.705
O1 -0.630 8.452 -1.186  -0.480
H1 0.448 5.144 1.751  0.074
H2 1.812 4.182 2.453  0.104
H3 0.647 3.419 1.191  0.060
H4 1.914 4.397 -0.657  0.156
H5 1.742 6.789 1.180  0.144
H6 4.386 6.780 1.232  0.155
H7 4.155 6.798 -0.639  0.153
H8 4.053 9.178 0.376  0.196
H9 2.501 8.756 0.941  0.187
H10 3.382 8.660 -1.763  0.148
H11 1.832 9.404 -1.193  0.142
H12 2.187 6.541 -2.077  0.136
H13 -0.528 6.257 -0.083  -0.014
H14 -0.401 6.271 -2.377  0.039
C7 -2.418 1.418 0.446  -2.012
Cl1 -4.007 1.034 -0.243  0.542
Cl2 -2.390 0.967 2.162  0.511
Cl3 -1.159 0.523 -0.427  0.507
Cl4 -2.113 3.163 0.291  0.483
C8 -0.630 -2.822 1.557  -1.981
Cl5 0.158 -3.080 -0.017  0.465
Cl6 -2.320 -2.347 1.298  0.482
Cl7 -0.586 -4.313 2.514  0.514
Cl8 0.222 -1.533 2.435  0.510
C9 -3.179 -6.318 0.146  -1.967
Cl9 -4.325 -7.472 -0.564  0.523
Cl10 -2.167 -7.150 1.343  0.466
Cl11 -2.147 -5.637 -1.130  0.448
Cl12 -4.085 -5.005 0.930  0.514
C10 3.198 -6.370 1.610  -2.003
Cl13 2.835 -7.772 0.585  0.532
Cl14 4.936 -6.017 1.544  0.502
Cl15 2.293 -4.959 1.024  0.461
Cl16 2.727 -6.722 3.286  0.515
C11 -4.437 -4.407 -4.802  -2.011
Cl17 -4.673 -5.418 -6.241  0.526
Cl18 -5.906 -3.456 -4.499  0.520
Cl19 -4.099 -5.441 -3.401  0.448
Cl20 -3.067 -3.309 -5.068  0.513
C12 5.140 -2.092 -0.381  -2.027
Cl21 3.479 -1.523 -0.110  0.484
Cl22 5.771 -2.803 1.117  0.504
Cl23 5.142 -3.319 -1.664  0.525
Cl24 6.163 -0.725 -0.867  0.512
C13 -1.890 -8.965 -3.502  -2.003
Cl25 -3.499 -9.333 -4.156  0.525
Cl26 -1.816 -9.449 -1.796  0.510
Cl27 -0.661 -9.861 -4.417  0.528
Cl28 -1.579 -7.223 -3.644  0.459
C14 -4.767 6.567 -0.357  -2.002
Cl29 -3.048 6.556 -0.819  0.505
Cl30 -5.166 5.057 0.486  0.514
Cl31 -5.077 7.944 0.717  0.541
Cl32 -5.767 6.714 -1.814  0.543
C15 -0.606 -8.792 5.430  -2.021
Cl33 0.019 -7.456 6.418  0.515
Cl34 0.618 -10.071 5.322  0.524
Cl35 -2.080 -9.441 6.175  0.530
Cl36 -0.981 -8.193 3.801  0.459

Cartesian forces (eV/Å) of the 6 atoms listed first:
-0.130 0.005 -0.365
-0.638 0.727 0.407
-0.864 0.394 -0.545
1.538 0.736 0.072
-0.964 -1.820 -0.723
-0.841 -0.179 -0.129

As for the net charge: +1. For the largest force on an atom, the calculation gives 0.0797 Eh/bohr. Its spin multiplicity is 1. The calculation puts the energy at -482121.93033 eV. The lowest unoccupied orbital energy is -3.29 eV. The frontier orbital gap comes out at 8.6 eV.


[3]
This record from the Open Molecules 2025 dataset describes a 2-piece molecular cluster, C3H4S overall. The level of theory is ωB97M-V/def2-TZVPD.

Each line ends with the Löwdin charge.
Positions of all 8 atoms, in Å:
C1 -1.618 -1.010 -0.021  -0.515
C2 -0.838 -0.066 0.143  -0.525
C3 0.421 0.697 -0.002  -0.074
S1 -2.708 0.386 -0.119  0.644
H1 -2.081 -2.666 0.413  0.244
H2 0.353 1.459 -0.755  0.075
H3 1.075 0.038 -0.394  0.036
H4 0.820 1.355 0.840  0.115

Cartesian forces (eV/Å) of the 6 atoms listed first:
-3.365 -6.414 1.605
2.191 2.919 -0.212
-1.701 2.692 1.905
-0.031 0.298 -0.062
1.498 4.057 -1.323
-0.722 0.258 -0.747

As for the net charge: 0. For the largest force on an atom, the calculation gives 0.1443 Eh/bohr. Its energy above the lowest of the compared OMol25 structures with the same formula, charge and spin is 4.649 eV. Its spin multiplicity is 1. The calculation puts the energy at -14004.92978 eV. The lowest unoccupied orbital energy is -0.76 eV. The frontier orbital gap comes out at 7.1 eV.


[4]
This record from the Open Molecules 2025 dataset describes a 2-piece molecular cluster, C6H9N3O2 overall. The level of theory is ωB97M-V/def2-TZVPD.

Each line ends with the Löwdin charge.
Positions of all 20 atoms, in Å:
C1 -2.269 0.683 0.029  -0.631
C2 2.662 -0.828 -0.203  -0.072
C3 2.344 0.628 -0.325  -0.072
C4 0.688 -0.035 1.579  0.024
C5 1.347 -0.296 0.307  -0.396
C6 -0.050 -0.347 0.284  -0.220
N1 -0.878 -2.206 0.251  0.081
N2 -3.079 1.240 -0.917  0.137
N3 -1.054 0.328 -0.451  0.119
O1 -2.599 0.682 1.219  0.039
O2 -1.825 -2.175 -0.370  0.009
H1 2.759 -1.543 -1.065  0.109
H2 3.512 -1.216 0.455  0.122
H3 2.870 1.300 0.339  0.113
H4 2.130 1.001 -1.253  0.072
H5 0.632 -0.763 2.358  0.107
H6 0.497 1.015 1.675  0.117
H7 -2.774 1.200 -1.873  0.086
H8 -4.119 1.122 -0.686  0.152
H9 -0.793 0.210 -1.353  0.105

Cartesian forces (eV/Å) of the 6 atoms listed first:
-1.023 1.020 1.728
1.407 -2.307 -0.027
0.651 -0.942 1.697
-1.684 0.159 -1.129
3.197 0.624 -0.921
-3.816 -3.167 0.530

As for the net charge: 0. For the largest force on an atom, the calculation gives 0.0970 Eh/bohr. Its energy above the lowest of the compared OMol25 structures with the same formula, charge and spin is 6.556 eV. Its spin multiplicity is 1. The calculation puts the energy at -14927.63423 eV. The lowest unoccupied orbital energy is 0.56 eV. The frontier orbital gap comes out at 8.1 eV.


[5]
This record from the Open Molecules 2025 dataset describes C26H31ClIN2ORe as an isolated structure. The level of theory is ωB97M-V/def2-TZVPD.

Each line ends with the Löwdin spin population.
Positions of all 63 atoms, in Å:
Re1 -0.518 -0.433 -0.391  0.098
Cl1 -7.035 -0.462 -2.987  0.007
C1 -5.609 -0.202 -2.002  0.051
C2 -5.749 0.493 -0.820  0.014
C3 -4.635 0.723 -0.018  0.045
I1 -4.810 1.781 1.766  0.009
C4 -3.381 0.252 -0.396  0.027
O1 -2.269 0.436 0.280  -0.007
C5 -3.269 -0.471 -1.597  0.050
N1 -1.975 -0.901 -1.863  0.134
C6 -1.790 -1.508 -3.085  0.189
C7 -2.821 -1.762 -3.954  0.038
C8 -4.136 -1.398 -3.662  0.260
C9 -4.369 -0.704 -2.444  0.022
H1 -6.722 0.858 -0.524  0.000
H2 -0.774 -1.769 -3.337  0.012
H3 -2.587 -2.256 -4.889  -0.004
H4 -4.948 -1.598 -4.344  0.018
C10 2.927 -1.285 -0.075  0.000
C11 2.093 -2.183 -0.983  0.000
C12 2.666 -2.121 -2.406  0.000
C13 2.183 -3.627 -0.472  0.000
C14 0.628 -1.787 -1.063  0.004
H5 3.974 -1.607 -0.092  0.000
H6 2.569 -1.331 0.953  0.000
H7 2.880 -0.247 -0.396  0.000
H8 3.705 -2.464 -2.417  0.000
H9 2.631 -1.098 -2.786  0.000
H10 2.090 -2.754 -3.086  0.000
H11 3.225 -3.955 -0.418  0.000
H12 1.642 -4.309 -1.133  0.000
H13 1.746 -3.707 0.526  0.000
H14 0.092 -2.561 -1.625  0.004
C15 2.202 2.196 -1.441  0.000
C16 1.557 3.048 -0.346  0.000
C17 0.092 3.356 -0.666  0.001
C18 1.722 2.522 1.072  0.001
C19 2.415 3.331 1.966  0.000
C20 2.547 2.994 3.302  0.000
C21 1.947 1.838 3.765  0.000
C22 1.238 0.987 2.922  0.001
C23 0.548 -0.202 3.575  0.000
C24 -0.977 -0.064 3.530  0.000
C25 1.002 -1.579 3.085  0.000
C26 1.150 1.323 1.553  0.004
N2 0.496 0.472 0.677  0.021
H15 2.155 2.736 -2.391  0.000
H16 1.681 1.248 -1.570  0.000
H17 3.253 1.997 -1.218  0.000
H18 2.091 4.004 -0.349  0.000
H19 -0.498 2.442 -0.735  0.001
H20 0.021 3.879 -1.622  0.000
H21 -0.351 3.987 0.107  0.000
H22 2.855 4.251 1.599  0.000
H23 3.096 3.637 3.978  0.000
H24 2.019 1.580 4.816  0.000
H25 0.840 -0.143 4.629  0.000
H26 -1.357 -0.130 2.512  0.000
H27 -1.293 0.895 3.944  0.000
H28 -1.439 -0.860 4.120  0.000
H29 0.657 -1.778 2.072  0.000
H30 0.590 -2.348 3.744  0.000
H31 2.091 -1.664 3.111  0.000

Cartesian forces (eV/Å) of the 6 atoms listed first:
-0.014 0.355 0.103
0.002 0.001 0.001
0.002 0.005 0.012
0.000 -0.008 -0.007
0.013 0.003 -0.003
0.001 0.000 -0.001

As for the net charge: -1. For the largest force on an atom, the calculation gives 0.0072 Eh/bohr. Its energy above the lowest of the compared OMol25 structures with the same formula, charge and spin is 0.110 eV. Its spin multiplicity is 2. The calculation puts the energy at -55247.73292 eV. The lowest unoccupied orbital energy (alpha / beta) is 2.50 / 2.50 eV. As for the expectation value of S²: 0.78. The frontier orbital gap (alpha / beta) comes out at 5.2 / 6.8 eV.


[6]
This record from the Open Molecules 2025 dataset describes a 4-piece molecular cluster, C3H14O3S overall. The level of theory is ωB97M-V/def2-TZVPD.

Each line ends with the Löwdin charge.
Positions of all 21 atoms, in Å:
C1 -0.618 -2.132 0.947  -0.157
C2 -0.252 -1.112 -0.129  -0.573
S1 -1.662 -0.209 -0.795  0.820
C3 -0.745 1.139 -1.620  -0.377
H1 -1.469 -2.720 0.638  0.062
H2 -0.866 -1.655 1.890  0.065
H3 0.212 -2.812 1.075  0.069
H4 0.261 -1.621 -0.939  0.073
H5 0.458 -0.394 0.273  0.054
H6 -0.556 1.928 -0.889  0.039
H7 0.220 0.741 -1.932  0.016
H8 -1.368 1.500 -2.422  0.025
O1 -3.038 0.976 2.120  -0.091
H9 -3.189 0.221 2.701  0.027
H10 -2.550 0.623 1.361  -0.064
O2 2.672 0.381 2.090  -0.054
H11 2.458 -0.380 1.542  0.020
H12 1.943 0.532 2.696  0.033
O3 2.721 1.375 -2.606  -0.060
H13 2.992 1.356 -3.531  0.038
H14 2.375 2.262 -2.471  0.035

Cartesian forces (eV/Å) of the 6 atoms listed first:
-0.128 0.456 -0.374
0.350 -0.226 0.230
-0.005 0.095 -0.046
0.063 -0.404 1.037
-0.336 -0.264 -0.108
0.029 0.044 0.134

As for the net charge: 0. For the largest force on an atom, the calculation gives 0.0217 Eh/bohr. Its energy above the lowest of the compared OMol25 structures with the same formula, charge and spin is 0.578 eV. Its spin multiplicity is 1. The calculation puts the energy at -20315.65771 eV. The lowest unoccupied orbital energy is 0.58 eV. The SMILES is CCSC.O.O.O. The frontier orbital gap comes out at 9.4 eV.


Among the records above, which one has the highest net charge? C15H14Cl36FNOP